The following is a quantum chemistry calculation of a 2-piece molecular cluster, C5H11O2 overall, from the Open Molecules 2025 dataset.

The charge is -1. The value obtained for the relative energy (zero: lowest compared OMol25 entry of this formula, charge and spin) is 0.9449 eV. The calculation puts the HOMO-LUMO gap at 0.294 Eh. For the lowest unoccupied orbital energy, the calculation gives 0.1520 Ha.

Element x y z (Å)
C 2.12 -0.41 -0.70
C 1.94 0.07 0.74
C 0.90 -1.28 -1.23
O -0.26 -0.73 -1.27
O 1.14 -2.45 -1.55
H 2.39 0.28 -1.46
H 2.82 -1.26 -0.60
H 2.86 0.38 1.25
H 1.47 -0.72 1.35
H 1.23 0.91 0.72
C -2.76 0.39 0.26
C -1.39 0.96 0.53
H -3.05 0.48 -0.79
H -2.79 -0.69 0.34
H -3.56 0.75 0.87
H -0.58 0.42 -0.14
H -1.33 1.96 0.05
H -1.15 0.92 1.61

Results of the Mulliken charge analysis, in e, for atoms 1 through 8: -0.40 -0.91 0.46 -0.75 -0.72 0.32 0.21 0.35

The following is a quantum chemistry calculation of an isolated molecule of C5H7NOS, from the Open Molecules 2025 dataset.

The value obtained for the relative energy (zero: lowest compared OMol25 entry of this formula, charge and spin) is 2.5484 eV. Its structure (SMILES) is O[C@H]1C=C/C(=N/S)C1. The calculation puts the HOMO-LUMO gap at 0.324 Eh. For the lowest unoccupied orbital energy, the calculation gives 0.0179 Ha.

Element x y z (Å)
C -0.35 0.49 -0.18
C 0.37 -0.85 0.01
C 1.87 -0.42 0.41
C 1.81 1.11 0.17
C 0.63 1.59 -0.14
H -3.80 0.26 0.35
H 0.45 -1.45 -0.93
H -0.14 -1.57 0.73
H 2.01 -0.63 1.51
H 2.72 -1.98 -0.27
H 2.71 1.72 0.45
H 0.36 2.71 -0.24
N -1.63 0.84 -0.11
O 2.88 -0.94 -0.35
S -2.62 -0.55 0.02

Results of the Mulliken charge analysis, in e, for atoms 1 through 8: 0.66 -0.73 0.25 -0.62 -0.32 0.18 0.28 0.39

The following is a quantum chemistry calculation of C26H30N5O4PPtS as an isolated structure, from the Open Molecules 2025 dataset.

Its spin multiplicity is 3. The expectation value of S² is 2.024. The calculation puts the HOMO-LUMO gap (alpha / beta) at 0.173 / 0.226 Eh. For the lowest unoccupied orbital energy (alpha / beta), the calculation gives -0.0264 / -0.0488 Ha.

Element x y z (Å)
Pt 0.01 -0.28 -0.69
N -3.89 1.61 0.06
C -2.72 1.03 0.03
S -2.37 -0.18 -1.21
N -1.87 1.39 0.98
N -0.59 1.02 0.69
C 0.41 1.59 1.38
C 0.20 2.63 2.36
C -0.55 3.78 2.04
C -0.66 4.81 2.96
C -0.08 4.72 4.21
C 0.64 3.59 4.55
C 0.73 2.52 3.65
C 1.69 1.17 0.95
C 2.89 1.75 1.48
C 4.11 1.49 0.89
C 4.18 0.73 -0.27
C 3.01 0.11 -0.71
N 1.84 0.38 -0.12
H -4.59 1.39 -0.66
H -4.19 2.16 0.88
H -0.91 3.96 1.02
H -1.26 5.66 2.63
H -0.17 5.57 4.87
H 1.24 3.58 5.48
H 1.19 1.62 3.99
H 2.77 2.32 2.37
H 5.01 1.89 1.39
H 5.13 0.53 -0.69
H 2.98 -0.45 -1.65
O 1.22 -2.09 -4.32
C 0.85 -1.22 -3.54
O 1.05 -1.33 -2.24
C 0.07 0.02 -4.00
C -0.85 -0.04 -5.07
C -1.79 1.01 -5.19
C -1.79 2.06 -4.30
C -0.80 2.10 -3.32
C 0.25 1.21 -3.32
N -0.99 3.00 -2.23
O -2.13 3.58 -2.22
O -0.07 3.14 -1.42
H -0.80 -0.89 -5.76
H -2.47 0.99 -6.06
H -2.47 2.91 -4.44
H 1.16 1.44 -2.74
C 2.28 -3.67 -0.09
C 1.26 -3.34 1.03
P -0.20 -2.39 0.46
C -1.35 -2.15 1.86
C -1.26 -3.22 2.93
C -0.87 -3.58 -0.76
C -1.27 -4.95 -0.21
H 1.94 -4.59 -0.62
H 3.32 -3.77 0.27
H 2.31 -2.93 -0.93
H 1.68 -2.74 1.83
H 0.87 -4.25 1.47
H -2.37 -2.11 1.42
H -1.12 -1.14 2.23
H -1.57 -4.18 2.57
H -1.87 -2.98 3.81
H -0.25 -3.34 3.32
H -0.10 -3.64 -1.54
H -1.75 -3.14 -1.25
H -0.46 -5.55 0.07
H -1.80 -5.45 -1.06
H -2.03 -4.87 0.56

Results of the Mulliken charge analysis, in e, for atoms 1 through 8: 2.53 -0.40 0.60 -0.62 -1.61 0.90 0.33 -0.34

The following is a quantum chemistry calculation of C4H10N2O2 as an isolated structure, from the Open Molecules 2025 dataset.

The value obtained for the relative energy (zero: lowest compared OMol25 entry of this formula, charge and spin) is 1.9963 eV. The calculation puts the HOMO-LUMO gap at 0.367 Eh. For the lowest unoccupied orbital energy, the calculation gives 0.0252 Ha.

Element x y z (Å)
H -0.58 -1.34 -0.21
O -0.87 -2.12 -1.07
N -0.12 -0.29 0.44
H -1.32 -2.86 -0.65
C -0.78 0.90 0.59
C 1.19 -0.05 0.47
C 0.14 1.87 0.84
N 1.37 1.27 0.75
H 2.23 1.78 0.62
H 1.94 -0.82 0.43
H -0.04 2.88 1.12
C -2.25 1.14 0.80
H -2.88 0.54 0.15
H -2.43 0.84 1.85
H -2.57 2.17 0.81
O 1.49 -1.52 -1.99
H 0.65 -1.59 -1.45
H 1.34 -2.28 -2.56

Results of the Mulliken charge analysis, in e, for atoms 1 through 8: 0.48 -0.88 -0.27 0.24 0.40 -0.28 -0.46 -0.10

The following is a quantum chemistry calculation of C19H24GaN3P2S3 as an isolated structure, from the Open Molecules 2025 dataset.

Its spin multiplicity is 2. The charge is +1. The expectation value of S² is 0.766. The value obtained for the relative energy (zero: lowest compared OMol25 entry of this formula, charge and spin) is 0.0676 eV. The calculation puts the HOMO-LUMO gap (alpha / beta) at 0.159 / 0.230 Eh. For the lowest unoccupied orbital energy (alpha / beta), the calculation gives -0.1633 / -0.1630 Ha.

Element x y z (Å)
Ga 0.13 0.27 -0.15
C -4.41 2.45 2.30
S -3.11 3.24 1.32
C -2.22 1.87 0.69
S -0.92 2.36 -0.41
N -2.52 0.66 0.99
N -1.69 -0.24 0.35
C -2.15 -1.37 -0.17
C -1.36 -1.89 -1.21
C -1.65 -3.09 -1.92
C -0.87 -3.47 -2.96
C 0.25 -2.68 -3.34
C 0.50 -1.54 -2.63
N -0.26 -1.13 -1.59
H -5.36 2.92 2.05
H -4.45 1.39 2.05
H -4.20 2.58 3.36
H -3.12 -1.77 0.08
H -2.51 -3.68 -1.61
H -1.10 -4.38 -3.51
H 0.88 -2.95 -4.18
H 1.34 -0.91 -2.89
C 0.94 -3.51 0.61
P 1.43 -1.79 0.88
C 3.14 -1.76 0.21
C 1.72 -1.60 2.66
C 2.15 -2.67 3.45
C 2.43 -2.48 4.80
C 2.29 -1.22 5.37
C 1.85 -0.16 4.60
C 1.55 -0.33 3.25
P 0.92 1.06 2.25
C -0.29 1.87 3.32
C 2.30 2.25 2.21
H 1.74 -4.20 0.92
H 0.75 -3.66 -0.45
H 0.03 -3.74 1.16
H 3.75 -2.51 0.69
H 3.59 -0.78 0.37
H 3.11 -1.96 -0.87
H 2.27 -3.65 3.02
H 2.76 -3.32 5.40
H 2.51 -1.07 6.42
H 1.73 0.81 5.06
H 0.17 2.16 4.27
H -1.12 1.20 3.51
H -0.66 2.77 2.82
H 2.63 2.50 3.22
H 1.97 3.16 1.71
H 3.15 1.83 1.67
S 2.59 2.08 -1.98
C 1.88 1.15 -1.06

Results of the Mulliken charge analysis, in e, for atoms 1 through 8: 0.64 -0.78 -0.02 0.37 -0.45 -0.91 0.68 -0.73

The following is a quantum chemistry calculation of an isolated molecule of C5H12N2O, from the Open Molecules 2025 dataset.

The value obtained for the relative energy (zero: lowest compared OMol25 entry of this formula, charge and spin) is 4.2446 eV. Its structure (SMILES) is CNCCNCC=O. The calculation puts the HOMO-LUMO gap at 0.360 Eh. For the lowest unoccupied orbital energy, the calculation gives 0.0335 Ha.

Element x y z (Å)
C 0.79 0.17 0.58
N 0.59 1.60 -0.17
C 0.53 1.53 -1.74
C -0.85 2.20 -2.02
O -1.55 1.52 -2.76
C -0.62 -0.39 0.78
N -0.98 -1.74 1.21
C 0.10 -2.57 1.69
H 1.42 -0.43 -0.09
H 1.27 0.44 1.55
H 1.31 2.26 -0.03
H 0.36 0.55 -2.13
H 1.24 2.24 -2.26
H -1.19 3.16 -1.78
H -1.06 0.26 1.61
H -1.24 -0.19 -0.20
H -1.26 -2.31 0.35
H -0.36 -3.53 1.86
H 0.99 -2.69 0.92
H 0.51 -2.08 2.62

Results of the Mulliken charge analysis, in e, for atoms 1 through 8: -0.59 -0.38 -0.50 -0.09 -0.49 -0.42 -0.35 -0.81

The following is a quantum chemistry calculation of a 2-piece molecular cluster, C5H11N2 overall, from the Open Molecules 2025 dataset.

Its spin multiplicity is 2. The expectation value of S² is 0.751. The value obtained for the relative energy (zero: lowest compared OMol25 entry of this formula, charge and spin) is 3.2721 eV. The calculation puts the HOMO-LUMO gap (alpha / beta) at 0.166 / 0.364 Eh. For the lowest unoccupied orbital energy (alpha / beta), the calculation gives 0.0234 / 0.0224 Ha.

Element x y z (Å)
C 0.01 -0.15 -3.05
C 0.98 0.60 -2.56
N -1.11 -0.59 -2.19
H 0.01 -0.51 -4.06
H 1.82 0.85 -3.19
H 0.93 0.97 -1.54
H -0.74 -0.98 -1.30
H -1.81 0.19 -2.02
H -1.62 -1.41 -2.62
C -0.30 0.12 2.83
C -0.44 1.44 2.83
C 0.56 -0.80 0.89
N 0.69 -0.60 2.13
H -0.90 -0.54 3.44
H 0.18 2.04 2.18
H -1.19 1.93 3.42
H 1.01 -1.64 0.37
H -0.09 -0.18 0.27

Results of the Mulliken charge analysis, in e, for atoms 1 through 8: -0.72 -0.39 -1.61 0.33 0.28 0.17 0.22 0.83

The following is a quantum chemistry calculation of a 14-piece molecular cluster, C60H148N14O27 overall, from the Open Molecules 2025 dataset.

The charge is +2. The calculation puts the HOMO-LUMO gap at 0.172 Eh. For the lowest unoccupied orbital energy, the calculation gives -0.1747 Ha.

Element x y z (Å)
C -2.18 5.46 0.92
O -2.82 5.47 2.15
C -2.17 6.20 3.21
C -3.24 6.94 4.02
N -2.57 7.95 5.02
H -1.71 7.56 5.38
H -2.34 8.78 4.50
C -3.56 8.34 6.16
C -2.93 9.46 7.03
O -3.82 9.93 7.98
C -3.20 10.86 8.98
H -2.92 5.27 0.14
H -1.52 4.60 1.01
H -1.57 6.35 0.74
H -1.36 6.84 2.86
H -1.61 5.48 3.80
H -3.72 6.15 4.59
H -3.89 7.55 3.39
H -3.71 7.38 6.67
H -4.46 8.71 5.67
H -2.43 10.24 6.46
H -2.15 8.99 7.62
H -3.97 11.35 9.57
H -2.68 11.59 8.36
H -2.58 10.27 9.66
C 1.24 -10.22 -3.16
O 1.06 -8.81 -3.37
C 1.86 -8.34 -4.51
C 1.88 -6.82 -4.41
N 0.47 -6.22 -4.23
H -0.05 -6.48 -5.06
H 0.14 -6.64 -3.37
C 0.59 -4.64 -4.06
C -0.83 -4.06 -3.94
O -1.46 -4.44 -5.18
C -1.15 -3.60 -6.27
H 1.02 -10.87 -4.01
H 0.60 -10.63 -2.38
H 2.32 -10.24 -3.02
H 1.56 -8.69 -5.50
H 2.90 -8.65 -4.48
H 2.28 -6.39 -5.33
H 2.59 -6.61 -3.60
H 1.09 -4.10 -4.87
H 1.01 -4.32 -3.10
H -0.85 -2.99 -3.74
H -1.43 -4.45 -3.12
H -1.94 -2.84 -6.18
H -1.40 -4.15 -7.18
H -0.21 -3.04 -6.26
C -2.16 1.55 0.38
O -0.74 1.36 0.24
C -0.17 2.16 -0.75
C 1.38 2.02 -0.56
N 1.81 0.51 -0.41
H 1.37 0.09 0.40
H 1.39 -0.02 -1.17
C 3.36 0.29 -0.28
C 3.76 -1.20 -0.11
O 3.13 -1.92 -1.14
C 3.40 -3.31 -1.20
H -2.29 2.46 0.97
H -2.53 0.66 0.88
H -2.59 1.59 -0.62
H -0.45 3.20 -0.60
H -0.51 1.90 -1.76
H 1.71 2.62 0.29
H 1.80 2.32 -1.52
H 3.77 1.00 0.44
H 3.68 0.58 -1.28
H 3.51 -1.53 0.90
H 4.84 -1.23 -0.23
H 2.98 -3.80 -0.33
H 4.47 -3.53 -1.31
H 2.91 -3.81 -2.04
C 6.90 0.15 -7.02
C 6.36 0.00 -5.58
N 4.92 0.55 -5.40
C 4.51 0.06 -4.00
C 4.94 2.09 -5.48
C 3.68 2.73 -4.88
C 3.92 0.03 -6.49
C 4.00 -1.45 -6.79
O 3.23 -1.75 -8.04
C 2.84 -3.09 -8.24
H 6.87 1.18 -7.38
H 6.24 -0.36 -7.72
H 7.94 -0.14 -7.13
H 6.98 0.41 -4.78
H 6.29 -1.05 -5.30
H 3.49 0.34 -3.75
H 5.27 0.44 -3.32
H 4.55 -1.03 -4.02
H 5.13 2.39 -6.52
H 5.73 2.46 -4.83
H 3.37 2.50 -3.86
H 2.72 2.56 -5.38
H 3.66 3.80 -5.06
H 4.03 0.58 -7.43
H 2.94 0.28 -6.10
H 3.42 -1.89 -5.98
H 5.00 -1.88 -6.85
H 3.66 -3.78 -8.45
H 2.15 -3.04 -9.08
H 2.24 -3.46 -7.41
C 6.32 2.53 1.96
C 6.14 1.88 3.37
N 4.97 2.39 4.23
C 3.65 1.98 3.48
C 5.01 1.72 5.66
C 5.24 0.19 5.63
C 5.07 3.96 4.24
C 4.25 4.67 5.36
O 2.93 4.33 5.29
C 2.00 4.96 6.18
H 6.64 3.57 1.99
H 5.49 2.60 1.25
H 7.10 2.10 1.33
H 6.98 1.95 4.06
H 6.02 0.80 3.25
H 3.69 0.89 3.42
H 3.77 2.31 2.45
H 2.75 2.33 3.99
H 4.00 1.94 6.02
H 5.76 2.35 6.15
H 5.04 -0.32 6.57
H 6.25 -0.14 5.36
H 4.52 -0.33 4.99
H 4.67 4.20 3.25
H 6.14 4.11 4.31
H 4.34 5.75 5.26
H 4.76 4.46 6.30
H 2.47 5.17 7.14
H 1.15 4.28 6.22
H 1.59 5.87 5.73
C -7.41 -3.67 -2.44
C -6.92 -3.91 -3.86
N -5.57 -3.22 -4.22
C -4.42 -3.90 -3.43
C -5.30 -3.29 -5.75
C -5.68 -4.68 -6.37
C -5.50 -1.65 -3.80
C -4.55 -0.70 -4.60
O -3.15 -0.89 -4.22
C -2.79 -0.39 -2.94
H -7.60 -2.61 -2.34
H -6.61 -3.83 -1.71
H -8.33 -4.24 -2.30
H -7.66 -3.59 -4.59
H -6.81 -4.99 -3.98
H -3.50 -3.38 -3.67
H -4.16 -4.88 -3.82
H -4.82 -3.89 -2.42
H -4.25 -3.06 -5.88
H -5.88 -2.59 -6.34
H -6.75 -4.86 -6.46
H -5.25 -5.48 -5.77
H -5.38 -4.84 -7.41
H -5.32 -1.60 -2.73
H -6.52 -1.33 -4.02
H -4.81 0.32 -4.32
H -4.67 -0.68 -5.68
H -2.84 0.70 -2.96
H -1.75 -0.57 -2.68
H -3.35 -0.75 -2.07
C -5.37 3.46 0.37
C -6.35 3.12 1.54
C -5.60 2.22 2.60
C -4.53 2.92 3.45
N -3.98 2.01 4.47
C -5.07 1.64 5.53
C -4.43 1.98 6.84
C -2.95 2.17 6.63
C -2.90 2.81 5.30
C -3.32 0.76 3.82
H -4.79 2.60 0.04
H -4.64 4.24 0.59
H -5.83 3.87 -0.52
H -7.23 2.55 1.22
H -6.69 4.05 1.99
H -5.19 1.37 2.06
H -6.29 1.65 3.21
H -4.82 3.86 3.92
H -3.61 3.04 2.88
H -5.34 0.60 5.36
H -5.96 2.25 5.41
H -4.66 1.18 7.55
H -4.89 2.89 7.24
H -2.55 1.17 6.77
H -2.45 2.83 7.33
H -1.90 2.62 4.89
H -3.07 3.88 5.38
H -3.92 0.16 3.14
H -2.97 0.11 4.62
H -2.47 1.04 3.21
C 3.16 -2.90 3.75
C 2.86 -4.00 2.77
C 1.53 -3.88 2.01
C 0.29 -4.03 2.94
N -1.14 -3.71 2.34
C -1.48 -4.81 1.33
C -1.86 -4.05 0.02
C -1.21 -2.64 0.09
C -1.22 -2.34 1.62
C -2.09 -3.76 3.50
H 4.09 -3.00 4.32
H 2.25 -2.66 4.32
H 3.34 -2.01 3.14
H 2.96 -4.91 3.37
H 3.72 -3.98 2.09
H 1.50 -4.49 1.11
H 1.64 -2.87 1.59
H 0.43 -3.28 3.72
H 0.35 -5.04 3.36
H -2.27 -5.52 1.57
H -0.63 -5.43 1.06
H -2.91 -4.07 -0.27
H -1.32 -4.59 -0.75
H -1.80 -1.91 -0.46
H -0.21 -2.58 -0.36
H -2.23 -2.03 1.87
H -0.46 -1.67 2.01
H -2.01 -2.86 4.10
H -1.92 -4.71 4.00
H -3.09 -3.62 3.09
N 6.53 -2.48 2.12
O 6.39 -1.82 3.12
O 6.25 -3.72 2.13
O 7.12 -1.91 1.19
N -4.13 3.90 -2.90
O -4.23 5.11 -2.70
O -4.92 3.28 -3.53
O -3.15 3.31 -2.48
N 4.02 4.06 -1.57
O 3.01 4.35 -0.98
O 4.42 4.64 -2.52
O 4.71 3.11 -1.14
N 0.36 0.88 3.28
O 0.12 2.04 3.25
O 1.10 0.43 2.43
O 0.03 0.14 4.19
N 0.82 -7.16 -0.75
O 0.56 -8.22 -0.28
O -0.03 -6.63 -1.45
O 1.87 -6.58 -0.47
N 0.61 -0.42 -3.81
O 0.65 -1.00 -2.77
O 0.50 -0.94 -4.85
O 0.79 0.77 -3.77

Results of the Mulliken charge analysis, in e, for atoms 1 through 8: -0.75 -0.18 -0.68 -0.38 -0.11 0.35 0.43 -0.50